Entry 1:
# C6H5NO2

A single C6H5NO2 molecule (ωB97M-V with the def2-TZVPD basis set, the OMol25 dataset).

Each line ends with the Mulliken charge.
Cartesian coordinates (Å):
1 O 1.49 -2.59 -0.92  -0.323
2 N 1.01 -1.64 -1.55  -0.122
3 C 0.43 -0.62 -0.61  0.736
4 C 0.87 -0.54 0.69  -0.967
5 C 0.22 0.43 1.41  -0.151
6 C -0.74 1.26 0.81  0.527
7 O -1.36 2.25 1.68  -0.402
8 C -1.20 1.08 -0.47  -0.642
9 C -0.50 0.13 -1.30  -0.457
10 H 1.55 -0.98 1.12  0.684
11 H 0.33 0.56 2.69  0.182
12 H -1.85 2.59 1.15  0.205
13 H -1.92 1.69 -0.77  0.484
14 H -0.72 -0.13 -2.51  0.246

Calculated values
HOMO-LUMO gap: 8.79 eV
Total charge: 0
Relative energy (zero: lowest compared OMol25 entry of this formula, charge and spin): 624.83 kJ/mol
Total energy: -11882.069 eV
LUMO: -0.51 eV



Entry 2:
# C6H5NO2S

A molecular structure, C6H5NO2S (ωB97M-V with the def2-TZVPD basis set, the OMol25 dataset).

Each line ends with the Mulliken charge.
Cartesian coordinates (Å):
1 C 4.28 -0.26 -0.06  0.490
2 C 2.95 -0.23 0.07  -0.187
3 C 0.91 -0.21 -1.42  -0.895
4 C 1.60 -0.90 -0.23  0.695
5 C 0.66 0.26 -0.04  0.766
6 C -0.61 0.34 0.70  -1.189
7 N 1.30 -1.98 0.50  -0.268
8 O 5.40 -0.20 -0.40  -0.403
9 O 0.18 -2.53 0.54  -0.417
10 S 2.08 1.31 0.54  -0.165
11 H 1.62 0.38 -1.97  0.266
12 H 0.18 -0.74 -2.00  0.321
13 H -1.43 0.28 -0.04  0.295
14 H -0.69 1.29 1.28  0.386
15 H -0.71 -0.39 1.54  0.303

Calculated values
HOMO-LUMO gap: 7.95 eV
Total charge: 0
Relative energy (zero: lowest compared OMol25 entry of this formula, charge and spin): 387.48 kJ/mol
Total energy: -22717.231 eV
LUMO: -0.47 eV



Entry 3:
# C6H5NO3

A molecular structure, C6H5NO3 (ωB97M-V with the def2-TZVPD basis set, the OMol25 dataset).

Each line ends with the Mulliken charge.
Cartesian coordinates (Å):
1 C 2.02 -0.14 0.05  0.342
2 C 0.47 0.07 0.02  0.189
3 C 0.18 1.49 0.15  -0.691
4 C -2.02 0.96 0.03  -0.383
5 C -1.75 -0.45 -0.05  0.444
6 C -0.34 -0.84 -0.01  0.180
7 H 1.97 -2.02 1.06  0.425
8 H 0.74 2.37 0.07  0.442
9 H -2.97 1.44 -0.14  0.425
10 H -2.66 -2.23 -0.31  0.263
11 H 0.06 -1.85 -0.08  0.456
12 N -1.13 1.85 0.07  -0.527
13 O 2.32 -1.40 0.05  -0.573
14 O 2.86 0.66 -0.27  -0.512
15 O -2.75 -1.42 -0.06  -0.479

Calculated values
HOMO-LUMO gap: 8.59 eV
Total charge: 0
Relative energy (zero: lowest compared OMol25 entry of this formula, charge and spin): 420.71 kJ/mol
Total energy: -13931.656 eV
LUMO: -0.42 eV



Entry 4:
# C6H5NO3

A single C6H5NO3 molecule (ωB97M-V with the def2-TZVPD basis set, the OMol25 dataset).

Each line ends with the Mulliken charge.
Cartesian coordinates (Å):
1 O 2.60 -1.26 -0.60  -0.343
2 C 2.04 -0.46 -0.08  0.153
3 O 2.69 0.59 0.69  -0.508
4 C 0.54 -0.19 0.01  0.514
5 C -0.18 -1.27 0.11  -0.214
6 C -1.67 -1.21 0.05  -0.826
7 C -2.20 0.00 0.00  -0.679
8 C -1.30 1.16 -0.11  -0.172
9 N 0.10 1.00 -0.18  0.502
10 O 0.81 2.13 -0.36  -0.646
11 H 3.42 1.21 0.18  0.352
12 H 0.18 -2.32 -0.05  0.312
13 H -2.16 -1.90 0.32  0.666
14 H -3.12 0.12 0.11  0.633
15 H -1.75 2.37 -0.07  0.256

Calculated values
HOMO-LUMO gap: 8.48 eV
Total charge: 0
Relative energy (zero: lowest compared OMol25 entry of this formula, charge and spin): 667.22 kJ/mol
Total energy: -13929.101 eV
LUMO: -0.28 eV



Entry 5:
# C6H5NO5V

A molecular structure, C6H5NO5V (ωB97M-V with the def2-TZVPD basis set, the OMol25 dataset).

Each line ends with the Mulliken spin population.
Cartesian coordinates (Å):
1 V 1.45 -1.22 -0.59  2.902
2 O -0.92 -3.26 -0.54  0.037
3 C 0.09 -2.71 -0.63  0.021
4 C 1.50 0.27 -1.74  -0.127
5 O 1.54 1.19 -2.44  0.154
6 C 2.08 -0.36 0.96  -0.129
7 O 2.47 0.19 1.91  0.159
8 C 3.04 -2.13 -1.14  -0.146
9 O 3.99 -2.73 -1.48  0.161
10 C -2.75 0.88 0.78  -0.001
11 C -1.26 0.80 0.45  -0.001
12 N -0.54 1.95 0.56  0.007
13 O -0.72 -0.27 0.09  -0.037
14 H -3.09 1.88 1.08  -0.001
15 H -2.99 0.20 1.61  0.000
16 H -3.35 0.60 -0.10  0.000
17 H 0.45 1.91 0.35  0.000
18 H -0.98 2.82 0.86  0.000

Calculated values
HOMO-LUMO gap (spin up / spin down): 7.62 / 7.58 eV
Spin multiplicity: 4
Total charge: +2
Total energy: -43698.780 eV
LUMO (spin up / spin down): -11.09 / -11.16 eV



Entry 6:
# C6H5NO6S

A gas-phase ion, C6H5NO6S (charge -2) (ωB97M-V with the def2-TZVPD basis set, the OMol25 dataset).

Each line ends with the Mulliken spin population.
Cartesian coordinates (Å):
1 C -0.12 0.79 -0.78  0.160
2 C 0.32 0.48 -2.35  -0.006
3 C -0.54 -2.52 1.84  -0.004
4 C 0.99 0.81 0.18  -0.035
5 C 0.95 -0.43 1.13  0.001
6 C -0.89 -0.70 -0.11  0.658
7 N -0.26 -1.21 0.90  0.261
8 O 1.55 0.35 -2.53  0.044
9 O -1.35 -3.33 1.41  0.019
10 O -0.69 0.20 -3.01  0.036
11 O 0.27 -2.58 2.80  0.026
12 O -2.34 2.20 -1.40  0.207
13 O -0.42 3.59 -0.51  0.189
14 S -1.29 2.34 -0.42  0.404
15 H 1.87 0.65 -0.52  0.015
16 H 1.09 1.72 0.68  0.002
17 H 1.77 -1.18 0.97  -0.007
18 H 0.94 -0.28 2.23  0.008
19 H -1.84 -0.89 -0.51  0.023

Calculated values
HOMO-LUMO gap (spin up / spin down): 3.91 / 6.49 eV
Spin multiplicity: 3
Total charge: -2
Total energy: -30910.194 eV
LUMO (spin up / spin down): 5.45 / 4.39 eV



Entry 7:
# C6H5NS

A molecular structure, C6H5NS (ωB97M-V with the def2-TZVPD basis set, the OMol25 dataset).

Each line ends with the Mulliken charge.
Cartesian coordinates (Å):
1 C 1.26 1.06 -1.66  -0.646
2 C -1.21 1.47 -1.11  -0.305
3 C -0.02 1.53 -1.78  -0.043
4 C 1.01 0.34 -0.55  0.090
5 C -0.24 0.13 0.35  0.536
6 C -0.23 -1.01 1.39  -0.512
7 N -1.39 0.71 0.02  -0.506
8 S 0.86 -2.38 0.96  -0.243
9 H 2.23 1.20 -2.10  0.409
10 H -2.01 2.03 -1.53  0.399
11 H 0.25 -0.65 2.27  0.276
12 H -1.28 -1.22 1.56  0.396
13 H 0.77 -3.20 2.18  0.150

Calculated values
HOMO-LUMO gap (spin up / spin down): 8.32 / 8.33 eV
Total charge: 0
Relative energy (zero: lowest compared OMol25 entry of this formula, charge and spin): 424.31 kJ/mol
Total energy: -18622.649 eV
LUMO (spin up / spin down): -0.54 / -0.53 eV



Entry 8:
# C6H5O6V

A molecular structure, C6H5O6V (ωB97M-V with the def2-TZVPD basis set, the OMol25 dataset).

Each line ends with the Mulliken spin population.
Cartesian coordinates (Å):
1 O -3.75 1.44 -2.07  -0.001
2 C -2.77 1.35 -1.50  -0.003
3 V -0.83 0.25 -0.41  0.323
4 O -2.62 -1.78 -1.72  0.004
5 C -1.93 -0.94 -1.25  0.030
6 C 0.36 2.01 0.39  0.035
7 O 1.33 2.36 0.99  0.482
8 C -1.39 0.18 1.34  -0.017
9 O -1.93 0.19 2.42  0.029
10 C 0.50 0.48 -1.85  -0.016
11 O 1.15 0.70 -2.80  0.023
12 H -0.45 2.83 0.04  0.092
13 C 2.39 -1.33 1.12  0.003
14 O 1.06 -1.54 0.49  0.016
15 H 3.00 -0.71 0.42  0.000
16 H 2.94 -2.29 1.27  0.000
17 H 2.29 -0.92 2.15  0.001
18 H 0.66 -2.29 0.97  0.000

Calculated values
HOMO-LUMO gap (spin up / spin down): 5.04 / 5.17 eV
Spin multiplicity: 2
Total charge: +3
Relative energy (zero: lowest compared OMol25 entry of this formula, charge and spin): 138.73 kJ/mol
Total energy: -44231.931 eV
LUMO (spin up / spin down): -17.77 / -17.62 eV



no.,largest force on an atom (hartree/bohr),M (g/mol)
1,0.3116,123.11
2,0.0933,155.18
3,0.3046,139.11
4,0.2756,139.11
5,0.1809,222.05
6,0.1190,219.17
7,0.0979,123.18
8,0.2710,224.04